(1)
An isolated molecule of C4H7BrCl2. Source: the Open Molecules 2025 dataset; level of theory: ωB97M-V with the def2-TZVPD basis set.

Its spin multiplicity is 3. As for the HOMO-LUMO gap (spin up / spin down): 0.2165 / 0.2195 Eh. The calculation puts the energy at -99342.748 eV. Its HOMO energy (spin up / spin down) is -0.192 / -0.381 hartree. As for the charge: 0. The value obtained for the LUMO energy (spin up / spin down) is 0.6792 / -4.3824 eV. The value obtained for the relative energy (zero: lowest compared OMol25 entry of this formula, charge and spin) is 44.7 kcal per mole.

Positions of all 14 atoms, in Å:
C (0.76447, -0.75132, -1.64295)
C (-1.26350, 0.52287, 1.51928)
C (0.43555, -0.52099, -0.17882)
C (-0.99603, 0.50222, 0.02990)
Cl (0.29422, -2.09152, 0.66599)
Cl (-2.39468, -0.19294, -0.84854)
Br (-0.54074, 2.23161, -0.72511)
H (1.60742, -1.38726, -1.67010)
H (-0.15609, -1.25456, -2.26541)
H (0.76171, 0.29594, -2.05425)
H (-1.94596, 1.26043, 1.92714)
H (-0.24042, 0.69378, 1.89321)
H (-1.60305, -0.36631, 1.97985)
H (1.18256, 0.10313, 0.37396)

Cartesian forces, eV/Å:
C -3.985 0.814 -0.754
C 1.616 0.938 0.204
C -1.677 1.377 0.425
C -0.768 -7.015 1.844
Cl -0.093 0.422 -0.002
Cl 0.080 -0.224 -0.053
Br 1.584 5.227 -2.029
H 1.151 -0.203 -0.683
H 2.216 0.983 1.858
H 0.959 -1.034 -0.170
H -0.004 0.665 -0.543
H -0.470 0.255 0.626
H -0.220 -1.447 -0.120
H -0.390 -0.757 -0.603

---

(2)
A structure of composition C36H35Br2MnN4O7S8. Source: the Open Molecules 2025 dataset; level of theory: ωB97M-V with the def2-TZVPD basis set.

Its spin multiplicity is 2. As for the HOMO-LUMO gap (spin up / spin down): 0.1651 / 0.1653 Eh. The calculation puts the energy at -316280.752 eV. Its HOMO energy (spin up / spin down) is -0.122 / -0.123 hartree. As for the charge: -1. The value obtained for the LUMO energy (spin up / spin down) is 1.1628 / 1.1627 eV. The value obtained for the relative energy (zero: lowest compared OMol25 entry of this formula, charge and spin) is 0.0 kcal per mole.

Positions of all 93 atoms, in Å:
Mn (0.02420, -0.72666, 0.90697)
O (1.82944, -0.61111, 2.08852)
S (2.98908, -1.42516, 2.53145)
C (3.65828, -2.18391, 1.02507)
C (4.08115, -1.16335, -0.02346)
C (4.01628, -1.70308, -1.45448)
C (2.61986, -2.05054, -1.95320)
S (1.38172, -0.72599, -2.01866)
O (1.29989, -0.09062, -0.65330)
C (2.35756, 0.44746, -2.94734)
C (2.44100, 0.31803, -4.32608)
C (3.20572, 1.22258, -5.04687)
C (3.86445, 2.25326, -4.38761)
C (3.75619, 2.38423, -3.00870)
C (2.99604, 1.47999, -2.27861)
C (4.27093, -0.20207, 2.80625)
C (3.93752, 1.12963, 2.62420)
C (4.91007, 2.09634, 2.84840)
C (6.18616, 1.72800, 3.24898)
C (6.49996, 0.38717, 3.44110)
C (5.53600, -0.58541, 3.22834)
H (2.80891, -2.79265, 0.69982)
H (4.46618, -2.85381, 1.33046)
H (5.09870, -0.82502, 0.18318)
H (3.42726, -0.29574, 0.06488)
H (4.61300, -2.61908, -1.52947)
H (4.48022, -0.97916, -2.12966)
H (2.12713, -2.80150, -1.33467)
H (2.64802, -2.43078, -2.97886)
H (1.89380, -0.46519, -4.83817)
H (3.26161, 1.14112, -6.12286)
H (4.45220, 2.96352, -4.95521)
H (4.26098, 3.19448, -2.49741)
H (2.87210, 1.57028, -1.20605)
H (2.92722, 1.38546, 2.31914)
H (4.66122, 3.14178, 2.71847)
H (6.93752, 2.48692, 3.42675)
H (7.49207, 0.10195, 3.76711)
H (5.76684, -1.63226, 3.39234)
S (-0.47979, 2.65543, 7.22898)
C (-0.55248, 1.90970, 5.74312)
S (-0.24962, 2.70786, 4.25322)
C (-0.47983, 1.35332, 3.17333)
C (-0.77898, 0.17740, 3.76898)
S (-1.05584, -1.33825, 2.95117)
S (-0.88764, 0.24186, 5.51472)
S (-0.30033, 1.59321, 1.45302)
Br (1.11123, -5.51396, -0.70815)
C (-0.47883, -4.49017, -0.87433)
C (-1.59568, -5.06030, -1.49927)
C (-2.76054, -4.35776, -1.62409)
Br (-4.24953, -5.18529, -2.46962)
C (-2.86782, -3.03288, -1.13049)
C (-4.02371, -2.22111, -1.17745)
C (-3.98206, -0.96246, -0.64538)
C (-2.79079, -0.47867, -0.07804)
N (-1.70041, -1.20796, -0.03275)
C (-1.72545, -2.47389, -0.52544)
C (-0.48986, -3.20034, -0.35084)
O (0.48961, -2.62086, 0.23925)
H (-1.52954, -6.07062, -1.87885)
H (-4.92912, -2.60842, -1.62476)
H (-4.85724, -0.32675, -0.65557)
H (-2.71018, 0.51304, 0.34925)
C (-0.38760, 5.37308, -8.11883)
C (-0.66298, 3.91604, -7.78747)
S (0.52391, 3.20307, -6.67163)
O (0.17975, 1.81766, -6.48086)
O (1.84090, 3.55701, -7.14523)
C (0.30629, 4.06358, -5.12453)
C (-1.05018, 3.91909, -4.44608)
N (-1.30157, 2.60833, -3.87481)
C (-0.84550, 2.20605, -2.65518)
N (-1.18117, 0.95949, -2.38715)
C (-1.87985, 0.51428, -3.46174)
C (-1.95024, 1.50533, -4.39927)
N (-2.63543, 1.47363, -5.63939)
O (-3.08217, 0.40675, -6.00375)
O (-2.82178, 2.53691, -6.23044)
C (-0.12577, 3.09593, -1.70580)
H (-1.08361, 5.70926, -8.88689)
H (0.62847, 5.50063, -8.48754)
H (-0.52427, 6.01845, -7.25014)
H (-0.57099, 3.27086, -8.66395)
H (-1.64989, 3.74073, -7.35877)
H (0.50540, 5.11547, -5.33601)
H (1.12467, 3.68788, -4.50474)
H (-1.85785, 4.15746, -5.12997)
H (-1.08577, 4.63490, -3.62461)
H (-2.30258, -0.47581, -3.51870)
H (-0.73690, 3.96201, -1.44091)
H (0.82235, 3.45153, -2.11259)
H (0.06822, 2.52964, -0.79594)

Cartesian forces, eV/Å:
Mn 0.209 -0.317 0.384
O -0.073 0.331 -0.130
S -0.023 -0.193 -0.008
C -0.004 -0.008 0.000
C -0.025 0.011 0.011
C 0.008 -0.017 0.011
C -0.031 -0.029 0.017
S 0.020 -0.059 0.113
O -0.124 0.034 -0.101
C -0.117 0.052 -0.061
C -0.009 0.014 -0.005
C -0.006 0.015 0.025
C 0.018 -0.004 -0.016
C -0.018 0.002 -0.007
C -0.033 0.035 0.010
C -0.020 0.010 0.008
C 0.005 0.005 0.000
C -0.001 0.000 -0.002
C -0.001 -0.001 -0.001
C 0.000 0.005 0.002
C -0.005 -0.009 -0.002
H 0.000 -0.001 0.007
H 0.008 0.009 -0.006
H 0.008 -0.013 0.002
H 0.020 -0.003 -0.001
H 0.013 0.010 -0.004
H -0.019 -0.002 0.002
H 0.028 -0.018 0.000
H 0.008 0.003 0.001
H -0.002 0.000 0.004
H -0.007 0.026 -0.033
H -0.022 0.003 -0.009
H 0.005 -0.003 -0.001
H -0.004 0.007 -0.008
H 0.005 -0.005 0.001
H 0.001 0.000 0.000
H 0.000 0.000 -0.001
H 0.000 0.000 0.000
H -0.002 0.001 0.000
S -0.038 0.007 -0.009
C 0.101 -0.021 0.011
S -0.031 0.012 -0.001
C 0.006 -0.006 0.000
C 0.004 -0.007 -0.004
S 0.033 0.029 -0.053
S -0.033 0.003 -0.001
S -0.024 0.040 0.155
Br 0.002 -0.002 0.001
C 0.000 0.001 -0.022
C -0.003 -0.001 -0.004
C 0.006 0.007 0.003
Br -0.004 -0.003 -0.003
C 0.015 0.006 0.012
C 0.016 0.018 -0.008
C 0.002 0.010 -0.030
C 0.033 0.002 -0.043
N 0.024 0.059 -0.134
C -0.012 -0.009 -0.003
C 0.019 0.030 -0.021
O -0.056 -0.041 0.079
H 0.002 -0.001 0.001
H -0.003 -0.003 0.005
H 0.000 -0.001 0.002
H -0.007 -0.003 0.004
C 0.025 -0.010 -0.002
C -0.040 0.036 0.001
S 0.011 0.141 -0.100
O 0.009 -0.055 0.001
O 0.031 -0.066 0.031
C 0.072 0.011 -0.018
C -0.038 0.067 0.025
N 0.124 -0.056 0.031
C -0.056 0.111 0.121
N -0.100 -0.007 -0.138
C 0.164 -0.037 -0.068
C -0.025 -0.022 -0.056
N -0.474 0.021 0.364
O 0.181 0.015 -0.120
O -0.057 -0.199 -0.026
C 0.008 -0.056 -0.076
H 0.003 0.000 -0.002
H 0.008 0.017 -0.005
H -0.005 0.003 0.004
H 0.012 0.006 -0.011
H 0.167 0.041 -0.107
H 0.022 -0.016 0.015
H -0.007 -0.043 0.015
H 0.008 0.023 0.048
H 0.004 -0.012 0.001
H 0.017 0.000 0.003
H 0.002 -0.014 0.024
H 0.027 0.009 -0.034
H 0.041 0.074 -0.061

---

(3)
A cluster of 8 separate species, C28H42NO24 in total. Source: the Open Molecules 2025 dataset; level of theory: ωB97M-V with the def2-TZVPD basis set.

As for the HOMO-LUMO gap: 0.3440 Eh. The calculation puts the energy at -80334.975 eV. Its HOMO energy is -0.274 hartree. As for the charge: -1. The value obtained for the LUMO energy is 1.8955 eV. The value obtained for the relative energy (zero: lowest compared OMol25 entry of this formula, charge and spin) is 156.9 kcal per mole.

Positions of all 95 atoms, in Å:
N (0.91400, 20.43800, 9.00500)
O (-0.23900, 20.90800, 8.99100)
O (1.75400, 20.94800, 9.66500)
O (1.32300, 19.53100, 8.14200)
C (1.23000, 24.49800, 10.29800)
C (2.24600, 25.61800, 10.75200)
C (2.72100, 25.32800, 12.19300)
O (4.07400, 25.02300, 12.04100)
C (4.39900, 25.25200, 10.74200)
O (5.58200, 25.18300, 10.30000)
O (3.27000, 25.51200, 9.98900)
H (1.79100, 23.42700, 10.50600)
H (0.53000, 24.59000, 9.43300)
H (0.24000, 24.29700, 11.05600)
H (1.79200, 26.57100, 10.75500)
H (2.26100, 24.64000, 12.85000)
H (2.69500, 26.31100, 12.79200)
C (-0.42500, 17.36900, 9.54500)
C (-1.51500, 18.37400, 9.25400)
C (-1.38400, 18.81300, 7.69800)
O (-2.74000, 18.78900, 7.15100)
C (-3.41900, 17.94200, 7.87000)
O (-4.57600, 17.46200, 7.59400)
O (-2.73300, 17.56700, 9.01200)
H (-0.21200, 16.50500, 9.01100)
H (-0.61500, 17.05700, 10.67200)
H (0.47900, 18.00300, 9.75300)
H (-1.56400, 19.01200, 10.11900)
H (-0.77500, 18.53300, 7.14500)
H (-1.21000, 20.08000, 7.69400)
C (4.29000, 21.61800, 12.04000)
C (5.74000, 20.97400, 12.27900)
C (6.14600, 19.87600, 11.21200)
O (7.17100, 20.57400, 10.26700)
C (7.51100, 21.66200, 10.91300)
O (8.29700, 22.42500, 10.39800)
O (6.67200, 21.98300, 11.95400)
H (3.31200, 20.86100, 12.26800)
H (4.18200, 21.92600, 11.00100)
H (4.06600, 22.45300, 12.54400)
H (5.92000, 20.78900, 13.29200)
H (5.27100, 19.61600, 10.67000)
H (6.68500, 19.03100, 11.42400)
C (5.14900, 18.19500, 8.05200)
C (5.10800, 16.96100, 8.89200)
C (4.43200, 15.66500, 8.23800)
O (5.27500, 14.59400, 8.50000)
C (6.44100, 15.01900, 9.09500)
O (7.35200, 14.36900, 9.37300)
O (6.37700, 16.33900, 9.28500)
H (5.66500, 18.15600, 6.87600)
H (5.89800, 19.01200, 8.48700)
H (4.13600, 18.71300, 8.04600)
H (4.62700, 17.20900, 9.94200)
H (4.42900, 15.79100, 7.21800)
H (3.48300, 15.31000, 8.81100)
C (-0.11400, 22.54800, 4.55100)
C (-0.69400, 23.47800, 5.69800)
C (-0.03000, 23.49000, 7.08700)
O (0.59900, 24.77500, 7.26100)
C (0.15200, 25.41400, 6.24200)
O (0.33100, 26.63500, 6.08200)
O (-0.50300, 24.74000, 5.33300)
H (-0.21500, 21.35700, 5.05900)
H (1.05700, 22.57200, 4.36600)
H (-0.70200, 22.73600, 3.75900)
H (-1.88100, 23.34200, 5.73400)
H (0.78500, 22.83400, 7.09100)
H (-0.45400, 23.38800, 8.15500)
C (-0.55000, 19.13800, 13.14300)
C (0.05900, 20.33000, 12.41300)
C (-0.84500, 21.53000, 12.41000)
O (0.08300, 22.55100, 12.78900)
C (1.15700, 21.96600, 13.30100)
O (1.99500, 22.57000, 13.92000)
O (1.14500, 20.74900, 13.07300)
H (-1.23900, 18.63700, 12.38700)
H (-1.08300, 19.54800, 14.08000)
H (0.09500, 18.34700, 13.62800)
H (0.24100, 20.10500, 11.35600)
H (-1.79500, 21.52300, 12.77200)
H (-1.09000, 21.80300, 11.38400)
C (2.63500, 22.65900, 6.49100)
C (4.21100, 22.74800, 6.65300)
C (4.82200, 21.66100, 7.63100)
O (5.69000, 20.90400, 6.76300)
C (5.63000, 21.31800, 5.56800)
O (6.34300, 20.84200, 4.72400)
O (4.78400, 22.28400, 5.44000)
H (2.25000, 21.60200, 6.36100)
H (2.50800, 22.89500, 5.48500)
H (2.14000, 23.23700, 7.33900)
H (4.37600, 23.67900, 6.91300)
H (3.82200, 21.23700, 8.10200)
H (5.40400, 21.96000, 8.41800)

Cartesian forces, eV/Å:
N 0.499 -1.259 -4.570
O -0.218 -0.021 0.752
O 2.498 1.397 3.051
O -1.725 1.080 1.405
C -2.596 -2.801 3.398
C -6.877 -2.655 3.251
C -0.096 3.472 1.307
O 1.084 -0.123 -1.718
C 5.026 -0.734 -1.516
O -5.427 0.364 1.605
O 6.814 -0.055 -2.496
H -1.416 2.530 -1.348
H 1.950 0.136 0.041
H 2.953 1.037 -1.076
H -0.508 1.250 -0.405
H -0.767 -1.251 -0.050
H -0.081 -1.117 -0.805
C 0.615 2.445 5.748
C 0.103 -3.532 -5.124
C -10.301 12.061 10.442
O 0.702 -0.969 0.051
C -4.598 -2.947 0.522
O 4.960 2.187 1.176
O -1.150 0.701 0.148
H -0.022 -1.130 -1.557
H 0.114 -0.027 -2.055
H -0.341 -0.827 -0.815
H -0.662 0.943 -0.454
H 9.936 -5.909 -8.746
H -0.208 -4.081 -0.057
C -0.935 -5.691 -1.616
C -1.179 0.796 -2.755
C -0.070 2.767 -1.060
O -2.791 -2.286 2.221
C -0.120 3.263 -1.814
O -0.216 -0.534 1.696
O 1.891 0.619 -0.454
H 3.150 1.717 -0.671
H 0.213 -0.404 -0.362
H -0.112 2.943 2.565
H -0.016 -1.036 1.483
H -0.581 -0.154 -0.892
H 0.978 -2.060 1.496
C 2.712 2.882 -2.257
C -1.014 -2.123 2.208
C -1.584 0.533 3.908
O 2.119 -0.945 0.680
C -3.131 1.991 -1.404
O 2.440 -2.293 0.820
O 0.141 1.748 -0.239
H -1.899 -0.487 3.351
H -1.600 -1.845 -0.520
H 1.124 -0.889 -0.238
H 0.603 -0.342 -2.168
H -0.952 0.337 -2.406
H 0.964 1.401 -1.727
C 3.347 -3.903 6.200
C -2.514 -3.532 0.467
C -0.410 -1.332 3.412
O -0.512 -1.292 -0.548
C 1.225 8.036 -1.786
O -0.303 -2.684 0.479
O -0.052 2.960 -1.647
H -0.136 3.314 -1.942
H -2.794 0.607 0.214
H -1.743 0.110 -3.094
H 2.460 -0.323 0.098
H -0.266 -1.349 0.001
H -0.777 -0.646 -2.267
C -1.302 -0.664 1.047
C -3.038 -2.743 -1.234
C 2.226 1.322 -3.844
O -1.652 1.006 0.729
C 0.821 5.215 1.732
O 0.052 -0.067 -0.160
O 3.337 -4.393 0.656
H 0.454 0.478 1.432
H 0.203 -0.646 -1.595
H -0.035 0.968 -1.241
H 0.634 -0.210 0.385
H -2.238 -0.039 2.785
H 0.238 -0.265 -0.492
C 2.269 -1.701 1.958
C -2.316 -6.505 0.024
C -3.827 0.059 -1.031
O -0.996 -1.580 4.811
C 2.020 -0.900 -2.441
O -0.522 0.382 -0.729
O -1.335 2.951 -1.921
H 0.630 0.618 1.255
H -0.684 2.024 -1.404
H 1.520 -0.703 -1.692
H 1.751 4.761 0.698
H 2.364 -0.658 -1.074
H 1.504 1.254 1.811

---

(4)
A structure of composition C4H10N4. Source: the Open Molecules 2025 dataset; level of theory: ωB97M-V with the def2-TZVPD basis set.

As for the HOMO-LUMO gap: 0.3536 Eh. The calculation puts the energy at -10263.079 eV. Its HOMO energy is -0.326 hartree. As for the charge: 0. The value obtained for the LUMO energy is 0.7509 eV. The value obtained for the relative energy (zero: lowest compared OMol25 entry of this formula, charge and spin) is 179.2 kcal per mole.

Positions of all 18 atoms, in Å:
C (-1.68546, -0.78816, 0.72643)
C (0.84644, -0.43724, -0.03825)
C (2.41847, -0.35130, -0.20965)
C (0.61149, 1.02575, 0.46053)
H (-2.21322, 0.40070, 0.50348)
H (-0.72350, -0.80425, 1.57137)
H (-2.43656, -1.63748, 0.88286)
H (-1.72254, -2.32192, -0.67983)
H (2.86063, -1.54901, -0.06751)
H (3.25493, 0.41824, 0.50837)
H (2.78755, 0.21881, -1.22081)
H (1.33960, 1.35874, 1.30324)
H (-1.36701, 0.96907, -1.23378)
H (-1.86427, 2.43615, -0.64996)
N (-1.16719, -1.33491, -0.54310)
N (0.20234, -1.35480, -0.58516)
N (-0.20383, 1.93637, 0.23497)
N (-0.93787, 1.81523, -0.96320)

Cartesian forces, eV/Å:
C -0.532 0.886 0.381
C 3.934 5.020 -0.088
C 4.139 -1.287 -0.138
C 1.429 -1.832 3.471
H 1.642 -3.872 1.408
H -3.227 0.211 -2.207
H 0.331 2.135 1.139
H 3.034 2.950 -0.086
H -0.946 3.699 -0.900
H -3.372 -2.544 -1.294
H -1.389 -2.086 1.897
H -1.219 -1.141 -1.334
H 0.142 -2.112 -0.017
H 3.002 -1.744 -1.751
N -1.327 -1.605 0.640
N -1.031 -1.804 -0.844
N -0.658 0.259 -2.346
N -3.951 4.866 2.070